{"formula": "C4H5NO2", "method": "ωB97M-V/def2-TZVPD", "homo_ev": -10.220, "mol_weight_g_mol": 99.09, "total_charge": 0, "elements": ["C", "C", "C", "O", "C", "O", "N", "H", "H", "H", "H", "H"], "xyz": [[1.504, 0.187, -0.248], [0.060, 0.156, -0.475], [-0.665, -1.142, -0.560], [-1.862, -1.134, -0.638], [-1.473, -0.014, 1.717], [-2.426, 0.442, 2.142], [-0.678, 1.173, -0.510], [2.037, -0.046, -1.158], [2.048, 1.051, 0.141], [1.749, -0.619, 0.424], [-0.129, -2.094, -0.474], [-0.164, 2.041, -0.361]], "mulliken_charge": [-1.332, 0.820, -0.128, -0.408, 0.197, -0.203, -0.534, 0.328, 0.389, 0.299, 0.343, 0.230]}